One molecule with the formula C21H31N5O3, computed with the ωB97M-V functional and the def2-TZVPD basis.

```
! wB97M-V def2-TZVPD RIJCOSX def2/J DEFGRID3
* xyz 0 1
C -2.390 -1.829 0.550
H 5.108 2.552 -3.235
H 3.335 5.556 -2.839
C 1.994 1.198 -3.231
H -3.306 -1.038 -1.260
O -1.346 1.038 2.501
H 2.194 5.083 -4.066
O 1.692 0.681 -4.511
C -3.600 -1.528 -0.331
N -1.731 -0.586 0.979
N -1.821 -3.863 5.103
H 1.337 2.959 -4.231
C -2.512 -2.693 4.884
C 1.731 2.722 -3.242
H -0.969 -2.310 -1.029
C 4.079 2.360 -3.544
H -1.355 -0.131 -1.015
C -1.900 -2.100 3.770
C 3.513 1.076 -2.953
H 3.899 0.158 -3.395
H -3.892 0.592 3.784
H 0.981 3.033 -2.513
H 1.529 1.783 -0.754
H -1.393 1.266 0.078
H -2.744 -2.313 1.458
C -1.071 0.231 -0.029
H 5.235 4.799 -4.328
N -3.541 -2.240 5.581
C -1.392 -2.760 -0.128
H -4.843 -0.655 5.687
H 4.058 2.306 -4.635
C -1.795 -0.066 2.225
C 3.168 4.831 -3.638
H -0.163 -4.733 4.086
H -3.120 -5.088 6.179
H 4.249 6.073 -5.038
H -1.893 -3.685 -0.416
H 4.062 4.412 -5.585
C -0.855 -3.906 4.138
H 0.766 -0.889 0.058
C 0.449 0.153 0.106
H -1.460 -5.695 6.000
H -1.813 -4.375 7.135
H 1.296 -0.192 -4.349
O 0.695 -0.680 -2.517
N 1.112 0.891 -0.956
H -4.307 -0.881 0.190
C -3.476 -0.370 4.053
C 4.239 5.034 -4.707
H 0.751 0.574 1.063
C -2.412 -0.884 3.326
N -0.855 -2.889 3.322
C -4.005 -1.071 5.142
C 1.195 0.393 -2.205
H 3.700 1.050 -1.876
C 3.091 3.413 -3.029
H -0.585 -3.004 0.562
H 3.265 3.499 -1.950
C -2.068 -4.809 6.169
H -4.108 -2.456 -0.593
*
```

Summary:
SMILES = CC[C@@H]1CC[C@@](O)(C(=O)NCCN(C(=O)c2ccnc3c2ncn3C)C(C)C)C1
DFT total energy = -1318.3885 hartree
orbital gap = 9.625 eV
relative energy (zero: lowest compared OMol25 entry of this formula, charge and spin) = 5.2 kcal per mole